(1)
C5H7NO | ωB97M-V/def2-TZVPD

```
14
Properties=species:S:1:pos:R:3
C -1.6308 0.8411 2.1609
C -1.3491 0.9509 0.9920
C -0.8454 1.1363 -0.3669
C 0.2801 0.2065 -0.8594
N 0.4250 -0.9904 -0.1034
C 1.4507 -1.7901 -0.4719
O 2.0765 -1.6238 -1.5026
H -1.8575 0.8109 3.2065
H -0.0082 1.8294 -0.3506
H -1.6302 1.4030 -1.0917
H 0.1930 0.0312 -1.9292
H 1.2284 0.8124 -0.7515
H 0.0176 -1.0170 0.8235
H 1.6497 -2.6003 0.2442
```

## Properties
- largest force on an atom (eV Å⁻¹) = 3.0
- molar mass (u) = 97.1
- charge = 0
- lowest unoccupied orbital energy (eV) = 0.8
- energy relative to the best compared isomer or geometry (same formula, charge and spin) (kJ/mol) = 274.16
- HOMO level (eV) = -9.717

---

(2)
C8H16NO | ωB97M-V/def2-TZVPD

```
26
Properties=species:S:1:pos:R:3
C 1.9499 1.7874 -0.7072
C 0.6404 1.1129 -1.1224
N 0.0286 0.3653 0.1133
C -1.3794 0.5855 0.2213
C -1.8340 1.9035 0.7146
C -2.0820 -0.5262 -0.0065
O -1.3509 -1.5793 -0.3594
C -0.0488 -1.4117 0.0991
C 0.8758 -2.0125 -0.9374
C 0.1942 -1.8495 1.5563
H 2.2423 2.5132 -1.4542
H 1.7439 2.2818 0.3236
H 2.6697 0.9461 -0.5192
H 0.8419 0.1615 -1.8186
H -0.1671 1.7667 -1.3835
H 0.6270 0.4263 0.8729
H -2.8245 2.1359 0.2282
H -1.1658 2.7731 0.4940
H -2.2746 1.7585 1.7560
H -3.1643 -0.6433 -0.0842
H 1.9305 -1.7391 -0.7132
H 0.7742 -1.7627 -1.9989
H 0.7959 -3.1878 -0.8650
H -0.3199 -1.1278 2.3089
H 1.3386 -1.7425 1.6628
H -0.0415 -2.9354 1.6185
```

## Properties
- largest force on an atom (eV Å⁻¹) = 4.3
- molar mass (u) = 142.2
- charge = +1
- lowest unoccupied orbital energy (eV) = -2.6
- energy relative to the best compared isomer or geometry (same formula, charge and spin) (kJ/mol) = 241.84
- HOMO level (eV) = -13.083

---

(3)
C6F18O18S6Y | ωB97M-V/def2-TZVPD

```
49
Properties=species:S:1:pos:R:3
Y 2.0843 -4.9888 5.9229
C 1.8420 -6.5945 10.2115
F 3.0575 -7.1084 10.4598
F 1.2798 -7.4049 9.3188
F 1.1488 -6.6614 11.3605
S 2.0002 -4.7849 9.5940
O 3.0448 -4.1976 10.3853
O 2.3463 -4.8458 8.1603
O 0.6550 -4.2988 9.8338
C 1.0835 -0.3692 5.7732
F 1.6664 0.2014 4.7426
F 0.6019 0.5670 6.5864
F 0.0862 -1.1128 5.3284
S 2.3070 -1.4312 6.7331
O 2.3143 -2.7734 6.1020
O 3.5598 -0.7061 6.6247
O 1.8410 -1.5730 8.0876
C 2.9875 -2.3718 2.2978
F 1.6607 -2.3848 2.0277
F 3.7260 -1.8929 1.3041
F 3.1240 -1.6167 3.3747
S 3.6024 -4.1434 2.6620
O 3.0001 -5.0002 1.6743
O 5.0366 -3.9617 2.5705
O 3.1187 -4.3965 4.0299
C -1.6049 -3.0173 6.9583
F -2.2827 -2.1939 6.1587
F -0.6815 -2.3658 7.6299
F -2.4325 -3.5595 7.8734
S -0.8478 -4.4382 5.9535
O -1.9582 -5.1129 5.3201
O 0.2323 -3.9282 5.0762
O -0.0184 -5.2894 6.8183
C 0.4592 -8.9470 5.8434
F -0.5239 -8.1866 6.3312
F 1.0321 -9.6066 6.8610
F -0.1189 -9.8715 5.0496
S 1.7308 -7.8713 4.9495
O 1.0226 -6.6745 4.4528
O 2.5773 -7.2435 5.9810
O 2.3328 -8.7492 3.9767
C 6.1737 -5.6289 8.3566
F 5.9906 -4.5796 9.1362
F 7.4048 -6.1045 8.5397
F 5.2836 -6.5491 8.7343
S 5.8170 -5.2167 6.5558
O 4.3651 -5.3276 6.4545
O 6.3637 -3.8925 6.3810
O 6.5224 -6.2746 5.8400
```

## Properties
- largest force on an atom (eV Å⁻¹) = 3.1
- molar mass (u) = 983.3
- charge = -3
- lowest unoccupied orbital energy (eV) = 6.3
- energy relative to the best compared isomer or geometry (same formula, charge and spin) (kJ/mol) = 123.46
- HOMO level (eV) = -2.097

---

(4)
C23H25N5O2S | ωB97M-V/def2-TZVPD

```
56
Properties=species:S:1:pos:R:3
C 6.3490 2.2470 0.2969
C 5.1522 1.4211 0.6591
C 5.3020 0.0910 1.0328
C 4.2033 -0.6798 1.3638
C 2.9252 -0.1374 1.3245
C 1.7241 -0.9915 1.6492
N 0.6267 -0.8066 0.7181
C 0.7709 -0.7759 -0.6230
O -0.1600 -0.5702 -1.3823
C 2.1359 -1.0717 -1.1392
C 2.8617 -0.2874 -2.0033
S 4.3172 -1.0972 -2.3524
N 3.8759 -2.3822 -1.4072
N 2.7577 -2.2344 -0.8564
C -0.7360 -0.6214 1.1808
C -1.1934 0.7816 0.6589
O -0.3753 1.6779 0.5967
N -2.4897 0.9085 0.3993
C -3.0474 2.0757 -0.2499
C -4.5052 2.2518 0.1800
C -5.2768 1.3871 -0.8128
C -4.5809 1.6819 -2.1412
C -3.1004 1.8775 -1.7812
C -1.5901 -1.8115 0.7957
C -1.0119 -3.0219 0.4158
C -1.8353 -4.0870 0.0968
C -3.2107 -3.9289 0.1726
C -3.6927 -2.6953 0.5701
N -2.9098 -1.6748 0.8772
C 2.7697 1.1987 0.9764
C 3.8732 1.9629 0.6437
H 7.0541 1.6660 -0.2946
H 6.8627 2.5756 1.2008
H 6.0567 3.1295 -0.2668
H 6.2883 -0.3500 1.0528
H 4.3388 -1.7176 1.6330
H 2.0241 -2.0472 1.6696
H 1.3557 -0.7236 2.6441
H 2.6154 0.6749 -2.3980
H -0.7310 -0.5394 2.2741
H -3.0579 0.0647 0.4525
H -2.4141 2.9212 0.0291
H -4.6588 1.9555 1.2164
H -4.7970 3.2964 0.0679
H -6.3396 1.6241 -0.8380
H -5.1656 0.3327 -0.5552
H -4.7233 0.8823 -2.8663
H -4.9867 2.6001 -2.5684
H -2.6783 2.7373 -2.2983
H -2.5018 1.0064 -2.0473
H 0.0587 -3.1351 0.3585
H -1.4058 -5.0304 -0.2067
H -3.8843 -4.7351 -0.0701
H -4.7549 -2.5021 0.6521
H 1.7803 1.6295 0.9366
H 3.7352 2.9971 0.3627
```

## Properties
- largest force on an atom (eV Å⁻¹) = 1.7
- molar mass (u) = 435.6
- charge = 0
- lowest unoccupied orbital energy (eV) = 0.4
- energy relative to the best compared isomer or geometry (same formula, charge and spin) (kJ/mol) = 63.57
- HOMO level (eV) = -8.666

---

(5)
C4H8O2 | ωB97M-V/def2-TZVPD

```
14
Properties=species:S:1:pos:R:3
C -0.5713 -1.8545 0.1970
O -0.7562 -0.4577 0.4343
C -0.0565 0.4214 -0.3479
C -0.7247 1.7723 -0.2627
C 2.0114 -0.3599 0.4566
O 1.3199 0.6989 0.1726
H -1.2368 -2.3660 0.8962
H -0.8558 -2.1203 -0.8311
H 0.4699 -2.1209 0.3779
H 0.1095 0.0329 -1.3619
H -1.7725 1.7154 -0.5657
H -0.6809 2.0896 0.7838
H -0.1924 2.5015 -0.8772
H 2.9365 0.0472 0.9282
```

## Properties
- largest force on an atom (eV Å⁻¹) = 0.7
- molar mass (u) = 88.1
- charge = 0
- lowest unoccupied orbital energy (eV) = 0.8
- energy relative to the best compared isomer or geometry (same formula, charge and spin) (kJ/mol) = 395.70
- HOMO level (eV) = -8.379

---

(6)
C5H10N3S | ωB97M-V/def2-TZVPD

```
19
Properties=species:S:1:pos:R:3
C -2.4657 1.2768 0.2117
S -1.6605 -0.0364 1.1561
C -0.2929 -0.4878 0.1992
N -0.8332 -1.9645 -0.7424
N 0.1304 0.4012 -0.8209
C 1.2504 1.0196 -0.6552
C 2.2133 0.6850 0.3768
C 1.8992 -0.6306 1.0451
N 0.7026 -1.1090 1.0008
H -2.6407 2.1266 0.9090
H -3.5323 1.0193 0.1220
H -1.8976 1.3919 -0.7402
H -1.2025 -1.6303 -1.6138
H -1.7010 -2.4256 -0.3094
H 0.0778 -2.2798 -0.9663
H 1.5579 1.7179 -1.4744
H 3.2197 0.6099 -0.2846
H 2.4544 1.4586 1.0539
H 2.7207 -1.1427 1.5324
```

## Properties
- largest force on an atom (eV Å⁻¹) = 3.7
- molar mass (u) = 144.2
- charge = +1
- lowest unoccupied orbital energy (eV) = -3.7
- energy relative to the best compared isomer or geometry (same formula, charge and spin) (kJ/mol) = 178.47
- HOMO level (eV) = -13.178